*a*
Formula: C3H8S2
Source: OMol25
Level of theory: ωB97M-V/def2-TZVPD

## Properties
Spin multiplicity: 1
Lowest unoccupied orbital energy: 0.54 eV
SMILES string: C=C.CSS
Net charge: 0

```
13
Properties=species:S:1:pos:R:3:nbo_charge:R:1
C -3.991 2.275 -0.811 -0.3865
C -4.517 2.677 0.328 -0.3805
H -2.939 2.140 -1.022 0.1956
H -4.648 2.089 -1.655 0.1885
H -3.877 2.913 1.177 0.1861
H -5.566 2.771 0.572 0.1969
C -0.106 -0.869 0.076 -0.7583
S 1.469 -1.182 0.892 0.1135
S 2.776 -0.651 -0.609 -0.1489
H -0.888 -1.433 0.582 0.2292
H -0.053 -1.232 -0.946 0.2242
H -0.430 0.169 0.017 0.2190
H 2.718 -1.665 -1.511 0.1213
```

*b*
Formula: C3H8S2
Source: OMol25
Level of theory: ωB97M-V/def2-TZVPD

## Properties
Spin multiplicity: 1
Lowest unoccupied orbital energy: -2.56 eV
Net charge: 0

```
13
Properties=species:S:1:pos:R:3:nbo_charge:R:1
C 0.615 1.538 -0.603 -0.6276
C 0.917 0.640 0.562 -0.5830
S 1.505 -0.903 -0.074 0.1005
S -2.002 0.288 0.147 0.0194
C -1.214 -1.253 -0.059 -0.7670
H 1.383 1.911 -1.254 0.2235
H -0.072 2.340 -0.303 0.2160
H 0.028 0.864 -1.216 0.2123
H 1.584 0.971 1.347 0.2517
H -0.066 0.300 0.992 0.2512
H -0.224 -1.066 -0.629 0.2100
H -0.953 -1.694 0.900 0.2229
H -1.828 -1.956 -0.632 0.2700
```

Stability summary: most stable *a*, least stable *b*.

*a*
Formula: C3H8S2
Source: OMol25
Level of theory: ωB97M-V/def2-TZVPD

## Properties
Spin multiplicity: 1
Lowest unoccupied orbital energy: -0.76 eV
SMILES string: CCCSS
Net charge: 0

```
13
Properties=species:S:1:pos:R:3:nbo_charge:R:1
C -0.709 0.508 -0.459 -0.4180
C -1.732 0.433 0.667 -0.6165
C 0.658 -0.155 -0.147 -0.5557
S 1.397 -0.869 -1.609 0.1328
S 3.228 -1.667 -0.322 -0.1506
H -1.073 -0.256 -1.173 0.2030
H -0.545 1.450 -0.972 0.2147
H -2.255 -0.522 0.705 0.2131
H -2.484 1.226 0.700 0.2218
H -1.300 0.494 1.674 0.2033
H 1.283 0.633 0.301 0.1999
H 0.467 -0.893 0.640 0.2222
H 3.063 -0.381 -0.004 0.1300
```

*b*
Formula: C3H8S2
Source: OMol25
Level of theory: ωB97M-V/def2-TZVPD

## Properties
Spin multiplicity: 1
Lowest unoccupied orbital energy: 0.58 eV
SMILES string: C=C.CSS
Net charge: 0

```
13
Properties=species:S:1:pos:R:3:nbo_charge:R:1
C 3.239 -1.891 -1.850 -0.3857
C 3.190 -2.209 -0.558 -0.3896
H 4.175 -1.775 -2.502 0.1957
H 2.341 -1.868 -2.476 0.1963
H 3.855 -2.780 0.046 0.2026
H 2.252 -2.045 0.003 0.1813
C -0.792 -0.521 -0.673 -0.7784
S -1.838 0.237 0.621 0.0579
S -0.831 1.998 1.017 -0.1368
H -1.069 -1.595 -1.062 0.2374
H -1.172 -0.027 -1.607 0.2414
H 0.109 -0.574 -0.174 0.2336
H -1.624 2.627 0.039 0.1443
```

Stability summary: most stable *a*, least stable *b*.

*a*
Formula: C3H8S2
Source: OMol25
Level of theory: ωB97M-V/def2-TZVPD

## Properties
Spin multiplicity: 1
Lowest unoccupied orbital energy: 0.90 eV
SMILES string: CSCCS
Net charge: 0

```
13
Properties=species:S:1:pos:R:3:nbo_charge:R:1
C 2.827 0.650 0.368 -0.7388
C 0.086 0.442 -0.412 -0.5105
C -0.983 -0.499 0.245 -0.5492
H 2.382 1.610 0.081 0.2237
H 3.648 0.369 -0.289 0.2343
H 2.891 0.404 1.376 0.2244
H -0.013 0.841 -1.440 0.2254
H 0.346 1.294 0.187 0.2033
H -0.653 -0.925 1.346 0.2584
H -0.744 -1.333 -0.320 0.2080
H -2.765 0.352 -1.199 0.1231
S 1.633 -0.553 -0.189 0.1315
S -2.675 0.167 0.129 -0.0337
```

*b*
Formula: C3H8S2
Source: OMol25
Level of theory: ωB97M-V/def2-TZVPD

## Properties
Spin multiplicity: 1
Lowest unoccupied orbital energy: 0.06 eV
Net charge: 0

```
13
Properties=species:S:1:pos:R:3:nbo_charge:R:1
C 2.104 -0.869 -0.350 -0.8505
C -0.036 0.729 -0.556 -0.6201
C -1.416 0.767 0.233 -0.5852
H 3.122 -0.687 0.735 0.2448
H 2.038 0.178 -1.242 0.2536
H 1.805 -2.266 -0.627 0.2651
H -0.096 0.142 -1.399 0.2437
H 0.420 1.816 -0.393 0.2549
H -2.278 1.568 0.014 0.2337
H -1.508 0.699 1.390 0.2619
H -2.599 -1.292 1.588 0.1421
S 0.890 -0.071 0.669 0.2244
S -2.448 -0.716 -0.062 -0.0684
```

Stability summary: most stable *a*, least stable *b*.

*a*
Formula: C3H8S2
Source: OMol25
Level of theory: ωB97M-V/def2-TZVPD

## Properties
Spin multiplicity: 1
Lowest unoccupied orbital energy: 0.73 eV
SMILES string: CSCCS
Net charge: 0

```
13
Properties=species:S:1:pos:R:3:nbo_charge:R:1
C 0.075 2.457 1.626 -0.8258
C -0.001 -0.351 0.880 -0.6001
C 0.218 -1.488 -0.228 -0.5568
H 0.786 3.424 1.400 0.2495
H 0.197 2.384 2.789 0.2439
H -1.002 2.901 1.272 0.2269
H -1.233 -0.596 0.925 0.2107
H 0.506 -0.962 1.695 0.2154
H 0.048 -2.363 0.415 0.2318
H 1.164 -1.290 -0.510 0.2082
H -0.093 -0.581 -2.581 0.1483
S 0.570 1.247 0.478 0.2598
S -0.704 -1.661 -1.670 -0.0117
```

*b*
Formula: C3H8S2
Source: OMol25
Level of theory: ωB97M-V/def2-TZVPD

## Properties
Spin multiplicity: 1
Lowest unoccupied orbital energy: 0.93 eV
SMILES string: CCSSC
Net charge: 0

```
13
Properties=species:S:1:pos:R:3:nbo_charge:R:1
C 2.600 -0.798 -0.768 -0.6296
C 1.516 0.271 -0.566 -0.4893
S 0.334 -0.383 0.757 0.0492
S -1.277 0.732 0.505 0.0687
C -2.372 -0.128 -0.707 -0.7446
H 2.134 -1.703 -1.153 0.2124
H 3.182 -0.996 0.125 0.2173
H 3.272 -0.406 -1.535 0.2165
H 1.936 1.089 0.014 0.2119
H 0.972 0.601 -1.439 0.2199
H -2.863 0.671 -1.257 0.2250
H -1.818 -0.714 -1.445 0.2226
H -3.033 -0.830 -0.208 0.2200
```

Stability summary: most stable *b*, least stable *a*.

*a*
Formula: C4H7IN
Source: OMol25
Level of theory: ωB97M-V/def2-TZVPD

## Properties
Spin multiplicity: 1
Lowest unoccupied orbital energy: -3.77 eV
SMILES string: C=C[N@H+]1C[C@@H]1I
Net charge: +1

```
13
Properties=species:S:1:pos:R:3:nbo_charge:R:1
C -1.722 1.444 0.138 -0.3046
C -0.849 0.595 -0.403 -0.0572
C 0.505 -1.424 0.301 -0.2376
C 1.462 -0.570 -0.460 -0.2321
N 0.220 0.014 0.299 -0.4083
I 3.342 0.169 -0.028 0.3456
H -2.428 1.874 -0.406 0.2333
H -1.537 1.689 1.173 0.2075
H -0.909 0.161 -1.450 0.2219
H -0.259 -2.106 -0.199 0.2685
H 0.783 -1.750 1.306 0.2535
H 1.098 -0.488 -1.529 0.2591
H 0.293 0.391 1.259 0.4503
```

*b*
Formula: C4H7IN
Source: OMol25
Level of theory: ωB97M-V/def2-TZVPD

## Properties
Spin multiplicity: 1
Lowest unoccupied orbital energy: -4.66 eV
SMILES string: CC(C)=[N+]=CI
Net charge: +1

```
13
Properties=species:S:1:pos:R:3:nbo_charge:R:1
C -2.153 -0.069 -0.735 -0.0294
C 1.231 1.276 0.031 -0.6860
C 0.201 0.184 -0.007 0.4655
C 0.698 -1.167 0.497 -0.6557
N -1.017 0.182 -0.190 -0.3195
I -3.936 -0.027 0.289 0.3762
H -2.046 -0.554 -1.774 0.2640
H 2.274 0.951 0.309 0.2718
H 0.977 1.867 0.834 0.2719
H 1.235 1.975 -0.890 0.2774
H 0.960 -1.669 -0.449 0.2608
H 0.067 -1.905 0.970 0.2599
H 1.508 -1.044 1.115 0.2429
```

Stability summary: most stable *b*, least stable *a*.

*a*
Formula: C4H11NO3
Source: OMol25
Level of theory: ωB97M-V/def2-TZVPD

## Properties
Spin multiplicity: 1
Lowest unoccupied orbital energy: 0.69 eV
SMILES string: C[C@@H](O)CNC=O.O
Net charge: 0

```
19
Properties=species:S:1:pos:R:3:nbo_charge:R:1
O 2.145 0.150 1.283 -0.6233
C 1.532 -0.835 0.917 0.5112
N 0.167 -0.988 1.050 -0.6219
C -0.646 0.210 1.357 -0.2692
C -1.208 0.861 0.023 0.0859
C -0.778 2.329 -0.033 -0.6362
O -0.519 0.274 -1.081 -0.7552
H 2.118 -1.520 0.298 0.1400
H -0.221 -1.894 0.831 0.4007
H 0.161 0.780 1.895 0.2481
H -1.466 -0.042 1.981 0.2055
H -2.273 0.744 -0.195 0.1906
H 0.279 2.332 0.192 0.2138
H -1.340 3.070 0.546 0.2222
H -0.926 2.666 -1.007 0.2124
H 0.309 0.732 -1.292 0.4814
H -0.079 -1.183 -3.012 0.4594
H -0.677 -1.580 -1.753 0.4821
O -0.422 -1.988 -2.613 -0.9475
```

*b*
Formula: C4H11NO3
Source: OMol25
Level of theory: ωB97M-V/def2-TZVPD

## Properties
Spin multiplicity: 1
Lowest unoccupied orbital energy: 0.73 eV
Net charge: 0

```
19
Properties=species:S:1:pos:R:3:nbo_charge:R:1
C 0.261 0.951 -0.873 0.3741
C 0.661 -0.296 -0.055 -0.1365
C -0.342 -0.519 1.100 0.0959
C -0.464 0.693 2.022 -0.6420
N 0.717 -1.441 -0.983 -0.8665
O -1.021 1.028 -1.273 -0.8557
O 0.860 0.757 -2.313 -0.7429
O -1.603 -0.914 0.571 -0.7450
H -0.284 0.881 -2.423 0.5347
H 1.007 -0.237 -2.288 0.5212
H -1.839 -0.231 -0.089 0.5033
H 0.717 1.876 -0.500 0.1556
H 1.663 -0.136 0.353 0.2022
H 0.016 -1.375 1.679 0.1751
H -0.206 -1.866 -1.035 0.3966
H 1.367 -2.147 -0.661 0.3797
H -1.123 0.449 2.855 0.2258
H -0.896 1.541 1.489 0.2189
H 0.510 0.987 2.423 0.2055
```

Stability summary: most stable *a*, least stable *b*.